*i*
A 2-piece molecular cluster, C5H10N4 overall. Source: OMol25; level of theory: ωB97M-V/def2-TZVPD.

For the HOMO energy (alpha / beta), the calculation gives -6.9 / -6.9 eV.

ORCA input file:
```
! wB97M-V def2-TZVPD RIJCOSX def2/J DEFGRID3
* xyz 0 1
C -0.49638 -0.64711 -1.53233
N -1.29107 -0.48387 -0.24230
C 0.90005 0.90980 0.23597
C -0.00879 -1.18795 -0.28477
N 1.50445 0.88608 1.46968
C -1.29568 0.84545 0.44415
C 0.44824 -2.26936 0.35084
N 1.27863 1.55180 -0.79309
N -1.90841 1.85989 -0.02398
H -2.15109 -1.03737 -0.18729
H 2.46373 1.20902 1.54804
H 1.29451 0.09791 2.06240
H 2.13495 2.10543 -0.67055
H -2.01198 1.83100 -1.03670
H -0.08223 0.29238 -1.89638
H -0.96693 -1.31940 -2.24214
H -1.20006 0.69838 1.51508
H 1.26084 -2.84122 -0.07418
H 0.12724 -2.50084 1.35755
*
```

*ii*
C5H10N4 as an isolated structure. Source: OMol25; level of theory: ωB97M-V/def2-TZVPD.

For the HOMO energy, the calculation gives -7.9 eV.

ORCA input file:
```
! wB97M-V def2-TZVPD RIJCOSX def2/J DEFGRID3
* xyz 0 1
C -0.57267 -2.37530 0.49110
C -0.30839 0.23793 0.28506
C 0.53911 0.40759 -0.80796
C 0.43398 -0.37995 -2.15243
C 0.52198 0.77393 1.38797
H 0.42906 -1.48056 0.26925
H -0.31420 -3.14221 1.40675
H -0.84419 -3.35921 -0.41097
H -0.35010 -1.30968 -2.06287
H 0.46099 0.37414 -2.77348
H 1.40154 -0.99643 -2.44618
H 2.44935 1.14690 -0.48475
H -0.36103 2.76068 0.21233
H 1.50083 -0.20164 1.59574
H -0.15405 1.05444 2.30657
N -1.93217 -1.52934 0.59128
N -1.62039 -0.26568 0.51769
N 1.46274 1.48566 -0.63659
N 0.96093 2.19056 0.55121
*
```

*iii*
C5H10N4 in the gas phase. Source: OMol25; level of theory: ωB97M-V/def2-TZVPD.

For the HOMO energy (alpha / beta), the calculation gives -5.9 / -6.3 eV.

ORCA input file:
```
! wB97M-V def2-TZVPD RIJCOSX def2/J DEFGRID3
* xyz 0 1
C 2.36416 -0.16927 0.17161
N 0.94915 -0.33883 -0.19975
C 0.56148 -0.84351 -1.30199
C -0.35162 0.34282 0.50361
N -0.34692 1.74016 0.19279
C -1.56157 -0.36075 -0.23491
C -0.39768 -0.02846 1.89237
N 0.66742 -1.40814 -2.37249
N -2.50635 0.34058 -0.74108
H -1.17370 1.97863 -0.35075
H -0.31842 2.30464 1.02879
H 0.23836 -1.05311 -3.22014
H -3.37197 -0.18220 -0.85807
H -1.68736 -1.40944 0.06724
H 2.98752 -0.56668 -0.62941
H 2.57405 0.89394 0.27932
H 2.64290 -0.72986 1.06024
H -1.02663 0.55403 2.55106
H -0.24281 -1.06455 2.16155
*
```

Top of the stability list: *iii*, leading by 0.0252 hartree.